1.
This record from the OMol25 dataset describes a 10-piece molecular cluster, C40H58Br2O4 overall. The level of theory is ωB97M-V/def2-TZVPD.

Summary:
SMILES: c1ccccc1.c1ccccc1.c1ccccc1.c1ccccc1.c1ccccc1.BrCCBr.CCO.CCO.CCO.CCO
Energy in Eh: -7007.865419
Energy relative to the best compared isomer or geometry (same formula, charge and spin) in eV: 0.000
LUMO energy in Ha: 0.007
HOMO energy in eV: -9.357

Geometry as ORCA input:
```
! wB97M-V def2-TZVPD RIJCOSX def2/J DEFGRID3
* xyz 0 1
Br -5.798 5.703 2.519
C -3.896 5.328 2.948
C -3.497 4.093 2.155
Br -1.724 3.482 2.706
H -3.927 5.111 4.008
H -3.286 6.174 2.655
H -3.404 4.302 1.095
H -4.245 3.332 2.358
C 2.621 1.320 0.820
C 2.154 2.529 1.334
C 3.069 3.449 1.822
C 4.425 3.182 1.782
C 4.913 1.963 1.307
C 3.985 1.044 0.841
H 1.966 0.518 0.513
H 1.073 2.602 1.357
H 2.688 4.398 2.178
H 5.105 3.927 2.179
H 5.977 1.778 1.346
H 4.277 0.065 0.475
C -1.503 -4.310 1.986
C -1.275 -5.416 2.785
C -1.028 -6.653 2.212
C -1.024 -6.767 0.818
C -1.248 -5.635 0.038
C -1.510 -4.383 0.610
H -1.654 -3.314 2.395
H -1.261 -5.310 3.863
H -0.792 -7.518 2.817
H -0.756 -7.733 0.412
H -1.245 -5.700 -1.043
H -1.504 -3.482 0.012
C 3.280 -2.911 1.819
C 4.595 -3.378 1.799
C 4.900 -4.702 1.472
C 3.852 -5.548 1.089
C 2.535 -5.118 1.075
C 2.299 -3.831 1.506
H 3.030 -1.919 2.168
H 5.410 -2.683 1.974
H 5.938 -4.994 1.424
H 4.048 -6.593 0.866
H 1.727 -5.792 0.831
H 1.261 -3.500 1.544
C 0.605 5.828 -3.518
C 0.864 7.182 -3.690
C 0.252 8.079 -2.825
C -0.607 7.645 -1.835
C -0.888 6.289 -1.695
C -0.259 5.375 -2.532
H 0.986 5.066 -4.189
H 1.426 7.574 -4.526
H 0.450 9.141 -2.916
H -1.053 8.366 -1.162
H -1.602 5.966 -0.948
H -0.478 4.325 -2.384
C 0.021 -0.346 -1.596
C -0.717 0.812 -1.387
C -1.264 1.118 -0.131
C -1.124 0.196 0.894
C -0.304 -0.915 0.746
C 0.321 -1.113 -0.469
H 0.483 -0.625 -2.532
H -0.905 1.482 -2.218
H -1.950 1.948 -0.040
H -1.679 0.417 1.799
H -0.083 -1.534 1.607
H 1.021 -1.934 -0.594
C -2.815 0.277 4.955
C -2.930 0.608 6.411
O -4.302 0.800 6.789
H -3.340 -0.609 4.586
H -1.787 0.011 4.674
H -3.150 1.084 4.295
H -2.312 1.453 6.724
H -2.621 -0.247 7.017
H -4.689 1.439 6.179
C -0.599 -3.568 -3.161
C -1.045 -2.675 -4.312
O -1.954 -3.448 -5.117
H 0.069 -3.011 -2.493
H 0.041 -4.386 -3.503
H -1.367 -4.034 -2.547
H -0.230 -2.301 -4.924
H -1.588 -1.811 -3.914
H -2.754 -3.547 -4.594
C 3.753 -2.608 -2.650
C 4.687 -1.610 -1.981
O 5.801 -1.388 -2.826
H 3.401 -2.259 -3.618
H 2.902 -2.850 -2.008
H 4.284 -3.557 -2.770
H 4.891 -1.930 -0.951
H 4.124 -0.669 -1.856
H 6.333 -0.706 -2.400
C -4.118 0.724 -2.899
C -3.800 2.036 -3.618
O -5.033 2.490 -4.182
H -4.571 -0.059 -3.511
H -4.768 0.833 -2.030
H -3.209 0.228 -2.535
H -3.129 1.764 -4.440
H -3.375 2.738 -2.899
H -4.867 3.336 -4.618
*
```


2.
This record from the OMol25 dataset describes an isolated ion of composition C9H17N2O3 and charge -1. The level of theory is ωB97M-V/def2-TZVPD.

Summary:
SMILES: CNC(=O)/C(=C(/N[O-])OC)C(C)(C)C
Energy in Eh: -688.264502
Energy relative to the best compared isomer or geometry (same formula, charge and spin) in eV: 0.611
LUMO energy in Ha: 0.129
HOMO energy in eV: -3.268

Geometry as ORCA input:
```
! wB97M-V def2-TZVPD RIJCOSX def2/J DEFGRID3
* xyz -1 1
C -0.120 -0.040 0.066
C 1.327 0.069 -0.063
C -0.858 1.099 0.246
C -1.862 -1.329 -1.176
C 0.243 -2.569 -0.493
C -1.395 -2.006 1.189
C -0.691 3.502 0.829
C 3.109 1.476 -0.873
C -0.767 -1.466 -0.092
N 2.185 -0.447 0.867
N -0.160 2.364 0.170
O 3.515 -0.641 0.762
O -2.075 1.186 0.520
O 1.890 0.845 -1.037
H -2.656 -2.046 -1.112
H -2.394 -0.397 -1.010
H -1.478 -1.226 -2.154
H -0.215 -3.547 -0.734
H 0.749 -2.206 -1.448
H 1.004 -2.623 0.338
H -0.760 -2.493 1.935
H -2.087 -2.742 0.866
H -1.953 -1.222 1.774
H -0.898 4.332 0.142
H -1.617 3.251 1.371
H 0.032 3.820 1.480
H 3.538 1.677 -1.902
H 3.877 0.725 -0.475
H 3.015 2.481 -0.356
H 1.907 -1.264 1.510
H 0.800 2.161 0.092
*
```


3.
This record from the OMol25 dataset describes a 8-piece molecular cluster, H14IO7 overall. The level of theory is ωB97M-V/def2-TZVPD.

Summary:
Energy in Eh: -832.883879
Energy relative to the best compared isomer or geometry (same formula, charge and spin) in eV: 0.658
LUMO energy in Ha: 0.114
HOMO energy in eV: -5.542

Geometry as ORCA input:
```
! wB97M-V def2-TZVPD RIJCOSX def2/J DEFGRID3
* xyz -1 1
I 0.154 0.228 0.219
O -2.085 -2.379 -0.572
H -1.371 -1.764 -0.403
H -2.855 -1.966 -0.180
O 0.353 -2.089 3.218
H 0.667 -1.805 2.359
H 0.832 -2.898 3.393
O 3.496 0.635 1.430
H 2.605 0.337 1.245
H 3.385 1.351 2.055
O -1.450 -0.390 -3.050
H -2.400 -0.307 -3.135
H -1.239 0.086 -2.247
O 1.599 3.281 1.212
H 1.541 3.971 0.551
H 1.131 2.540 0.828
O -2.756 2.032 0.216
H -3.505 1.484 0.452
H -2.094 1.414 -0.092
O 1.106 -1.287 -2.818
H 1.877 -1.806 -2.589
H 1.008 -0.670 -2.093
*
```


4.
This record from the OMol25 dataset describes C11H22N6O5S2Y as an isolated structure. The level of theory is ωB97M-V/def2-TZVPD.

Summary:
Energy in Eh: -1971.497695
Energy relative to the best compared isomer or geometry (same formula, charge and spin) in eV: 0.594
LUMO energy in Ha: -0.131
HOMO energy in eV: -7.579

Geometry as ORCA input:
```
! wB97M-V def2-TZVPD RIJCOSX def2/J DEFGRID3
* xyz 1 1
O 3.835 2.129 -1.734
H 4.126 2.563 -2.558
Y -0.099 0.016 0.319
N -2.100 -0.638 -0.719
N 0.227 -0.630 -1.753
O -3.427 -0.634 -0.143
O 1.573 -0.670 -2.265
C -2.069 -1.069 -2.021
C -0.754 -1.135 -2.579
C -3.272 -1.498 -2.778
C -0.468 -1.661 -3.933
H -4.187 -1.041 -2.374
H -3.378 -2.603 -2.750
H -3.165 -1.215 -3.847
H 0.582 -1.985 -4.015
H -0.663 -0.884 -4.704
H -1.137 -2.523 -4.154
H -3.383 -0.385 0.820
H 2.157 -0.066 -1.745
O -0.149 -2.257 0.735
H -0.992 -2.237 0.225
H 0.507 -2.265 -0.010
C 2.559 2.652 -1.372
H 2.389 2.377 -0.330
H 1.793 2.157 -1.969
H 2.501 3.752 -1.508
O -1.182 1.935 -0.036
H -1.852 1.385 -0.516
H -1.472 1.842 0.906
N -3.414 0.789 2.632
C -2.183 0.552 3.188
N -1.071 0.355 2.461
C 0.106 0.271 3.266
C -0.229 0.396 4.599
S -1.937 0.558 4.908
C 1.474 0.213 2.750
C 2.622 0.366 3.463
S 4.106 0.232 2.548
C 3.141 -0.142 1.157
N 1.819 -0.066 1.392
N 3.627 -0.522 -0.053
H -4.086 1.020 3.370
H -3.457 1.385 1.802
H 0.530 0.439 5.362
H 2.590 0.532 4.541
H 4.655 -0.501 -0.015
H 3.207 -1.288 -0.561
*
```


5.
This record from the OMol25 dataset describes C19H38AlBBeCl5F5MgO18P as an isolated structure. The level of theory is ωB97M-V/def2-TZVPD.

Summary:
Energy in Eh: -5723.407841
Energy relative to the best compared isomer or geometry (same formula, charge and spin) in eV: 11.246
LUMO energy in Ha: -0.287
HOMO energy in eV: -9.413

Geometry as ORCA input:
```
! wB97M-V def2-TZVPD RIJCOSX def2/J DEFGRID3
* xyz 1 1
C 1.622 -1.219 -8.032
C 1.521 -2.862 -8.306
O 1.489 -3.333 -9.561
O 1.436 -3.865 -7.203
C 0.191 -3.686 -6.426
C 0.639 -3.670 -4.820
C -0.004 -2.350 -4.017
C 0.629 -0.916 -4.601
C 0.409 0.358 -3.609
Cl -1.257 -0.001 -2.767
O 1.325 0.519 -2.495
C 2.711 0.170 -2.749
C 3.635 1.334 -1.977
C 5.033 1.600 -2.795
O 3.815 1.061 -0.540
O 0.105 1.622 -4.360
C 1.272 2.117 -5.086
O 1.832 1.606 -6.183
Cl 2.075 3.700 -4.433
H 0.577 -0.799 -7.702
H 2.490 -1.018 -7.258
H 1.954 -0.751 -9.070
H -0.499 -4.631 -6.654
H -0.433 -2.739 -6.731
H 0.086 -4.623 -4.356
H 1.801 -3.715 -4.663
H 0.228 -2.507 -2.881
H -1.171 -2.408 -4.268
H -0.026 -0.697 -5.576
H 1.713 -1.097 -4.993
H 3.031 -0.851 -2.219
H 3.066 0.204 -3.866
H 2.998 2.341 -2.059
H 5.447 0.598 -3.290
H 5.879 2.129 -2.148
H 4.784 2.356 -3.669
H 4.814 0.883 -0.446
Mg 2.279 -4.529 -3.060
B -4.295 -1.439 -1.163
F -3.414 -0.295 -1.338
F -3.972 -2.454 -2.152
F -4.116 -1.987 0.171
F -5.676 -1.018 -1.333
C -0.194 -1.195 6.199
O 0.041 0.021 5.505
C 1.187 0.720 5.989
C 1.931 1.407 4.838
O 2.672 0.511 3.999
C 1.902 -0.365 3.164
C 1.152 0.341 2.030
O 0.024 1.053 2.537
C -0.222 2.267 1.844
H -0.544 -0.990 7.214
H -0.968 -1.751 5.659
H 0.709 -1.813 6.223
H 1.872 0.044 6.508
H 0.831 1.476 6.699
H 2.679 2.074 5.280
H 1.270 2.040 4.247
H 1.235 -0.987 3.763
H 2.629 -1.046 2.709
H 0.779 -0.399 1.319
H 1.843 1.018 1.507
H 0.683 2.885 1.809
H -0.986 2.824 2.396
H -0.585 2.063 0.837
F 3.958 1.936 3.814
Al -0.326 -4.574 -9.979
O -4.932 2.520 2.612
P -5.074 1.349 1.626
O -3.699 1.019 1.022
O -6.046 1.742 0.501
O -5.617 0.117 2.366
Be 2.003 -5.053 -11.740
C -2.398 -3.111 9.065
Cl -2.770 -1.426 9.451
Cl -0.730 -3.508 9.496
H -3.075 -3.762 9.624
H -2.536 -3.269 7.993
O -3.524 5.767 2.501
Cl -4.143 5.373 1.251
O -5.567 5.640 1.310
O -3.926 3.957 1.028
O -3.555 6.129 0.162
C -2.393 2.490 7.402
O -1.701 2.138 8.586
H -1.838 3.278 6.887
H -2.469 1.616 6.750
H -3.391 2.856 7.656
H -2.217 1.437 9.021
*
```


6.
This record from the OMol25 dataset describes one molecule with the formula C12H16N2O6S2. The level of theory is ωB97M-V/def2-TZVPD.

Summary:
SMILES: CCN([C@@H]1CCS(=O)(=O)C1)S(=O)(=O)c1cccc([N+](=O)[O-])c1
Energy in Eh: -1824.071558
LUMO energy in Ha: -0.032
HOMO energy in eV: -10.075

Geometry as ORCA input:
```
! wB97M-V def2-TZVPD RIJCOSX def2/J DEFGRID3
* xyz 0 1
C -2.086 2.101 -0.841
H -2.851 1.742 -0.157
H -2.545 2.810 -1.525
H -1.716 1.259 -1.420
C -0.950 2.793 -0.092
N -0.155 1.923 0.752
S 1.287 1.384 0.106
O 1.728 2.402 -0.797
O 2.162 0.983 1.162
C 0.945 -0.085 -0.886
C 0.560 0.079 -2.201
C 0.331 -1.056 -2.969
C 0.502 -2.331 -2.441
C 0.905 -2.471 -1.124
C 1.131 -1.346 -0.342
H 1.437 -1.442 0.689
H 1.045 -3.452 -0.700
H 0.320 -3.188 -3.072
N -0.100 -0.903 -4.343
O -0.116 -1.895 -5.036
O -0.426 0.205 -4.702
H 0.465 1.066 -2.628
C -0.837 1.282 1.858
C -1.426 -0.096 1.526
H -2.509 -0.097 1.456
H -0.995 -0.534 0.633
S -0.993 -1.167 2.940
O 0.180 -1.928 2.611
O -2.149 -1.898 3.380
C -0.570 0.190 4.068
C 0.073 1.151 3.099
H 1.040 0.755 2.794
H 0.234 2.138 3.533
H 0.105 -0.163 4.839
H -1.499 0.552 4.501
H -1.662 1.955 2.126
H -1.357 3.597 0.532
H -0.249 3.237 -0.797
*
```